Density functional theory data (ωB97M-V/def2-TZVPD) for a structure of composition C21H19N5OPdS.

```
48
Properties=species:S:1:pos:R:3:forces:R:3:nbo_charge:R:1
Pd 0.4225 -0.9515 -0.0408 -2.50 -0.93 -2.02 0.895
S -1.7411 -4.2983 -2.2739 0.56 1.11 0.06 0.561
C -0.8889 -3.3932 -3.4670 -0.25 -0.05 0.46 -0.358
C -0.2968 -2.2631 -2.9701 0.57 0.48 -0.35 -0.352
C -0.4920 -2.1166 -1.5860 -0.07 -1.34 2.03 0.024
C -1.2928 -3.1438 -1.0631 0.76 0.75 -0.52 -0.323
C -1.6423 -3.2135 0.3286 -0.49 -0.57 0.87 0.170
C -2.4779 -4.1915 0.8849 0.36 0.53 -0.30 -0.208
C -2.7455 -4.1512 2.2393 0.11 0.22 0.14 -0.110
C -2.2080 -3.1285 3.0114 0.08 0.10 -0.23 -0.235
C -1.3926 -2.1855 2.3955 -0.17 -0.08 0.73 0.063
N -1.1067 -2.2451 1.1069 1.09 -0.02 -1.24 -0.467
H -0.8624 -3.7521 -4.4808 0.00 0.03 -0.12 0.270
H 0.2911 -1.5897 -3.5745 0.07 -0.03 -0.13 0.243
H -2.9037 -4.9583 0.2546 -0.02 -0.04 -0.03 0.243
H -3.3724 -4.9030 2.6930 -0.06 -0.07 0.04 0.251
H -2.4039 -3.0688 4.0697 -0.01 0.07 0.07 0.253
H -0.9595 -1.3637 2.9591 0.01 -0.11 -0.08 0.223
C 2.6524 -1.1586 0.1013 0.39 0.03 0.74 -0.225
C 2.8343 0.0650 0.7849 -0.05 0.07 0.01 -0.172
C 2.7245 0.1376 2.2100 0.00 -0.31 -0.30 -0.078
C 3.0932 1.2657 2.8871 0.03 0.21 0.10 -0.171
C 3.5668 2.3869 2.1808 -0.39 -1.11 -0.69 0.004
C 3.6368 2.3628 0.7747 -0.03 0.09 0.09 -0.213
C 3.2645 1.2375 0.0910 -0.08 -0.30 -0.05 -0.029
C 3.9819 3.5358 2.8774 0.12 0.42 0.26 0.196
N 4.3128 4.4797 3.4362 0.12 0.35 0.21 -0.128
H 2.7032 -2.0766 0.6945 -0.24 0.14 -0.24 0.249
H 3.0281 -1.2278 -0.9212 -0.49 -0.02 -0.01 0.250
H 2.3863 -0.7349 2.7557 0.02 -0.01 0.01 0.242
H 3.0479 1.3035 3.9648 -0.02 -0.01 0.06 0.264
H 4.0082 3.2281 0.2483 0.03 0.08 -0.04 0.262
H 3.3476 1.2093 -0.9866 0.02 -0.01 -0.08 0.230
C -2.2020 4.0723 -2.0617 0.00 0.32 -0.32 -0.421
N -1.6303 2.9232 -1.4042 -0.07 -0.13 -0.06 -0.361
C -1.1289 2.9688 -0.0494 0.12 0.11 0.45 -0.321
C -0.6249 1.5522 0.1216 -0.33 0.27 -0.19 0.659
O -0.1447 1.0168 1.1177 0.32 0.49 0.55 -0.673
N -0.7748 0.8971 -1.0448 0.56 -0.76 -0.15 -0.670
C -1.3812 1.7241 -1.9250 0.14 0.06 0.29 0.659
N -1.6887 1.3474 -3.1556 -0.02 0.13 -0.13 -0.749
H -2.6717 4.7079 -1.3149 -0.06 -0.02 -0.04 0.243
H -2.9621 3.7688 -2.7796 -0.06 0.01 0.05 0.222
H -1.4319 4.6505 -2.5785 -0.06 0.00 0.01 0.224
H -1.9077 3.2301 0.6716 0.04 -0.07 -0.04 0.259
H -0.3056 3.6835 0.0568 -0.06 -0.03 0.01 0.246
H -1.5102 0.3968 -3.4345 -0.03 0.00 0.04 0.433
H -2.1512 1.9640 -3.8050 0.06 -0.07 0.06 0.429
```
Positions in Å, forces in eV/Å.

## Properties
**Energy**: -45880.9814 eV
**Highest occupied orbital energy (alpha / beta)**: -14.00 / -13.98 eV
**Net charge**: +2
**Orbital gap (alpha / beta)**: 4.9 / 4.8 eV

=====

Density functional theory data (ωB97M-V/def2-TZVPD) for a cluster of 2 separate species, C21H20BrNO2 in total.

```
45
Properties=species:S:1:pos:R:3:forces:R:3:nbo_charge:R:1
C 4.3120 1.0654 -2.3818 -0.25 -0.13 -0.08 -0.609
C 3.0231 0.2165 -2.3175 0.56 0.61 -0.48 -0.431
C 2.2403 0.4412 -1.0139 0.07 -0.49 -0.27 -0.218
Br 2.1388 2.3426 -0.4638 -0.08 -0.34 0.03 -0.020
C 0.8773 -0.2193 -0.9788 0.22 -0.01 0.17 -0.014
C 0.7496 -1.3787 -0.2224 0.63 -0.17 0.20 -0.199
C -0.4441 -2.0454 -0.1079 -0.99 -0.97 0.51 -0.199
C -1.5963 -1.5858 -0.7249 0.22 -0.21 0.05 -0.189
C -1.4813 -0.4366 -1.4688 -1.01 0.73 -0.71 -0.039
C -0.2767 0.2378 -1.6040 0.51 0.98 -0.56 -0.133
C -0.2904 1.5175 -2.4346 -0.22 -0.01 -0.07 0.564
O 0.5690 1.8099 -3.2378 -0.39 -0.06 0.49 -0.517
C -1.5157 2.3774 -2.1992 1.03 -1.05 -0.09 -0.053
C -1.4067 3.7443 -2.1014 0.05 0.11 -0.14 -0.182
C -2.5625 4.4715 -1.8447 0.86 0.25 -0.02 -0.199
C -3.7529 3.7979 -1.7015 -1.42 0.38 0.25 -0.200
C -3.8705 2.4225 -1.8076 0.14 -0.26 -0.20 -0.164
C -2.7201 1.7009 -2.0586 -0.01 -0.61 0.03 -0.148
C -2.6827 0.1893 -2.1585 -0.17 -0.06 -0.12 0.549
O -3.5210 -0.4601 -2.7501 0.36 0.38 0.66 -0.500
H 4.9254 0.7920 -3.2491 -0.05 -0.20 0.32 0.216
H 4.8844 0.9696 -1.4501 0.07 0.07 -0.30 0.201
H 4.0542 2.1191 -2.5353 0.03 -0.19 0.22 0.220
H 2.4524 0.4555 -3.2184 -0.28 -0.07 0.40 0.242
H 3.2696 -0.8541 -2.3831 -0.09 0.19 0.24 0.212
H 2.8272 -0.0275 -0.2161 -0.10 0.34 -0.06 0.219
H 1.6110 -1.7904 0.3031 -0.03 0.19 -0.13 0.213
H -0.5486 -2.9452 0.5065 0.36 0.29 -0.25 0.235
H -2.5427 -2.1043 -0.6049 0.12 0.13 -0.14 0.236
H -0.4173 4.1793 -2.2170 -0.25 0.15 0.01 0.235
H -2.4846 5.5506 -1.7399 -0.25 -0.17 -0.01 0.223
H -4.6696 4.3480 -1.4916 0.26 0.07 -0.03 0.218
H -4.8220 1.9131 -1.6897 0.10 0.14 -0.05 0.231
C 0.2079 -2.9930 5.8364 0.03 0.00 0.02 -0.613
C 0.9423 -2.2942 4.6975 -0.01 -0.06 0.30 -0.380
C 0.1213 -2.2364 3.4047 0.20 -0.37 0.14 -0.512
C -0.1885 -3.6014 2.9379 -0.23 -0.34 -0.22 0.288
N -0.4291 -4.6735 2.5832 0.20 0.74 0.25 -0.338
H -0.0035 -4.0361 5.5961 -0.04 0.03 -0.04 0.218
H 0.8151 -2.9850 6.7418 -0.03 0.03 0.00 0.218
H -0.7375 -2.4936 6.0583 0.00 -0.02 0.01 0.204
H 1.8855 -2.8120 4.5108 -0.01 0.06 -0.09 0.209
H 1.1901 -1.2759 5.0034 0.00 0.02 -0.12 0.211
H 0.6800 -1.7179 2.6257 -0.09 -0.01 -0.07 0.251
H -0.8121 -1.6955 3.5676 -0.04 -0.05 -0.06 0.247
```
Positions in Å, forces in eV/Å.

## Properties
**SMILES**: CC[C@@H](Br)c1cccc2c1C(=O)c1ccccc1C2=O.CCCC#N
**Energy**: -97729.1454 eV
**Highest occupied orbital energy**: -9.70 eV
**Net charge**: 0
**Orbital gap**: 9.2 eV

=====

Density functional theory data (ωB97M-V/def2-TZVPD) for a structure of composition C21H20ClIO4PRuS2.

```
51
Properties=species:S:1:pos:R:3:forces:R:3:mulliken_charge:R:1
Ru 0.2310 -0.1350 -0.2619 0.03 0.21 0.70 0.403
Cl 4.8538 0.0217 5.6906 -0.10 -0.01 -0.12 -0.232
C 3.5910 -0.1038 4.4931 -0.11 0.00 0.27 0.072
C 2.2534 -0.1986 4.9103 0.14 0.02 0.13 -0.548
C 1.2404 -0.2913 3.9957 -0.06 0.01 -0.11 -0.577
C 1.4967 -0.2977 2.6009 -0.18 -0.04 0.16 0.239
O 0.4856 -0.3609 1.7850 0.21 0.06 0.25 -0.597
C 2.8508 -0.2198 2.2033 0.34 0.11 -0.02 1.073
C 3.2727 -0.2738 0.8258 -0.17 -0.16 0.02 -0.379
O 2.5568 -0.4873 -0.1464 0.13 0.07 -0.19 -0.448
C 3.8817 -0.1115 3.1633 -0.06 0.00 -0.19 -0.897
H 2.0317 -0.1923 5.9703 0.00 0.00 -0.02 0.413
H 0.2080 -0.3555 4.3133 0.01 0.00 0.00 0.465
H 4.3519 -0.1344 0.6514 0.01 -0.04 0.02 0.310
H 4.9104 -0.0418 2.8298 -0.02 -0.01 -0.01 0.369
I 0.6514 0.0165 -3.1675 0.06 -0.54 -0.30 0.082
C 0.6540 2.0807 -3.0512 0.00 0.22 0.11 0.750
C 0.6924 2.7725 -4.2250 0.00 0.32 0.04 -0.714
C 0.7091 4.1861 -4.1926 0.00 -0.18 -0.11 -0.514
C 0.6894 4.8361 -2.9970 0.00 0.01 0.11 -0.903
C 0.6507 4.1175 -1.7752 0.00 0.10 0.07 0.893
C 0.6356 4.8067 -0.5342 0.01 0.06 -0.15 -0.678
C 0.6019 4.1210 0.6384 -0.01 -0.15 0.12 -1.073
C 0.5755 2.7044 0.6318 0.02 0.05 0.05 0.365
C 0.5812 1.9740 -0.5347 -0.04 0.16 -0.49 -1.239
C 0.6277 2.6990 -1.7713 0.04 0.02 -0.04 1.231
H 0.7126 2.2536 -5.1735 0.00 0.00 0.01 0.395
H 0.7398 4.7389 -5.1225 0.00 -0.01 0.01 0.382
H 0.7049 5.9194 -2.9615 0.00 -0.02 0.02 0.359
H 0.6537 5.8906 -0.5439 0.00 -0.02 0.00 0.360
H 0.5916 4.6542 1.5812 0.00 -0.03 0.00 0.407
H 0.5427 2.1896 1.5864 -0.01 0.03 0.02 0.576
C -2.0900 -4.8188 2.1840 0.01 -0.07 0.05 -1.220
C -2.3423 -3.4220 1.6805 -0.04 0.03 -0.11 0.040
O -2.5206 -3.4728 0.2376 0.06 -0.10 0.13 -0.384
P -1.6611 -2.4851 -0.6600 -0.35 -0.08 -0.40 1.018
S -2.2118 -0.5967 -0.2346 -0.09 0.04 0.03 -0.444
S 0.2729 -2.7939 -0.5495 0.26 0.00 -0.12 -0.471
O -2.1359 -2.8563 -2.1254 -0.15 -0.12 0.12 -0.400
C -3.5174 -2.6629 -2.5236 0.08 -0.01 0.04 -0.319
C -3.5385 -1.8034 -3.7609 -0.04 0.04 -0.08 -1.079
H -2.0295 -4.8111 3.2738 0.01 0.00 -0.02 0.393
H -1.1516 -5.2056 1.7863 -0.01 0.02 0.00 0.263
H -2.8958 -5.4912 1.8890 -0.01 0.03 0.00 0.310
H -1.5108 -2.7566 1.9217 0.02 0.00 0.01 0.039
H -3.2534 -2.9896 2.0916 -0.03 -0.01 0.01 0.313
H -4.0748 -2.1970 -1.7098 0.00 0.01 0.01 0.405
H -3.9302 -3.6556 -2.6966 0.00 -0.01 -0.03 0.311
H -3.1369 -0.8138 -3.5407 0.01 -0.01 0.00 0.206
H -4.5620 -1.6912 -4.1236 0.01 -0.01 0.02 0.393
H -2.9405 -2.2553 -4.5525 0.00 0.00 0.02 0.281
```
Positions in Å, forces in eV/Å.

## Properties
**Energy**: -84456.6618 eV
**Highest occupied orbital energy (alpha / beta)**: -7.03 / -8.30 eV
**Net charge**: 0
**Orbital gap (alpha / beta)**: 6.9 / 6.8 eV
**Multiplicity**: 6

=====

Density functional theory data (ωB97M-V/def2-TZVPD) for the molecule C21H20F4O4.

```
49
Properties=species:S:1:pos:R:3:forces:R:3:nbo_charge:R:1
C 3.0494 -3.3735 -3.1648 -0.21 0.13 -0.14 -0.627
C 2.9203 -2.6664 -1.8292 0.02 0.19 -0.03 -0.067
O 1.5713 -2.8746 -1.3007 -0.29 0.32 0.52 -0.520
C 1.2557 -2.1086 -0.2219 1.91 3.16 0.34 0.784
O 2.1068 -1.3653 0.2976 -2.13 -1.95 -1.26 -0.578
C -0.2350 -2.1799 0.2317 -0.04 -1.26 3.12 -0.161
C -1.0022 -3.1707 -0.5696 -0.28 -1.31 -0.64 -0.649
C -0.1831 -2.7313 1.6898 -1.74 -1.75 1.42 0.796
O -1.0677 -3.4750 2.1949 2.55 2.28 -1.73 -0.630
O 0.8558 -2.2647 2.4029 -1.18 -0.44 0.11 -0.508
C 0.7326 -2.4818 3.8402 0.00 -0.35 -0.20 -0.066
C 1.9919 -1.9356 4.4417 0.23 0.04 0.18 -0.626
C -1.3519 -0.7677 0.5760 1.80 -1.30 -2.46 -0.202
C -2.7114 -1.0599 1.0770 -1.29 -1.08 0.29 -0.012
C -3.0143 -1.2210 2.4490 -0.32 -0.02 -0.27 -0.270
C -4.3133 -1.5477 2.8307 -0.38 -0.05 0.15 0.426
F -4.5998 -1.6723 4.1693 0.34 0.13 -1.14 -0.326
C -5.3564 -1.7736 1.9251 0.76 0.25 -0.33 -0.336
C -5.0250 -1.6328 0.5736 -0.13 -0.20 -0.10 0.413
F -5.9851 -1.9196 -0.3666 0.74 0.44 0.80 -0.326
C -3.7573 -1.2546 0.1337 0.29 0.11 0.73 -0.272
C -0.5521 0.2876 1.1903 0.84 2.01 0.59 0.008
C 0.4262 0.8719 0.3551 -0.22 0.01 0.70 -0.262
C 1.4253 1.6412 0.9140 0.30 0.43 0.33 0.434
F 2.4009 2.1452 0.0966 -0.74 -0.30 0.65 -0.325
C 1.4964 1.9059 2.2911 -0.24 -0.20 -0.41 -0.356
C 0.4403 1.4319 3.0674 0.22 0.11 0.17 0.424
F 0.5032 1.6138 4.4339 -0.26 0.15 -1.25 -0.333
C -0.6491 0.7444 2.5400 0.24 -0.43 -0.52 -0.314
H 4.0756 -3.2266 -3.5382 -0.36 -0.07 0.13 0.222
H 2.8541 -4.4480 -3.0913 0.04 0.18 0.05 0.217
H 2.3531 -2.9383 -3.8961 0.20 -0.18 0.17 0.213
H 3.6694 -3.0478 -1.1228 -0.37 0.20 0.02 0.194
H 3.0646 -1.5820 -1.9602 0.01 -0.41 0.23 0.197
H -1.9458 -3.3920 -0.0633 0.21 -0.06 -0.07 0.249
H -1.2532 -2.8650 -1.6131 0.55 -0.17 0.68 0.220
H -0.3628 -4.1027 -0.5409 -1.05 0.79 -0.53 0.243
H -0.1479 -1.9167 4.1865 0.20 -0.40 -0.07 0.184
H 0.6085 -3.5655 4.0571 -0.08 0.76 -0.27 0.202
H 1.9912 -2.1498 5.5114 0.07 0.13 0.01 0.216
H 2.8786 -2.3884 3.9981 -0.06 -0.12 0.00 0.218
H 2.0606 -0.8634 4.2780 -0.01 0.12 0.09 0.218
H -1.2990 -0.7685 -0.5268 -1.02 1.47 0.35 0.246
H -2.2702 -1.0889 3.2289 -0.24 -0.34 -0.26 0.238
H -6.3649 -2.0206 2.2431 0.25 -0.03 -0.03 0.254
H -3.5701 -1.0649 -0.9189 -0.10 -0.26 0.10 0.234
H 0.3644 0.7349 -0.7183 0.32 -0.21 0.11 0.227
H 2.3048 2.4924 2.7224 -0.16 -0.25 -0.11 0.250
H -1.5499 0.6244 3.1539 0.78 -0.28 -0.22 0.241
```
Positions in Å, forces in eV/Å.

## Properties
**SMILES**: CCOC(=O)C(C)(C(=O)OCC)C(c1cc(F)cc(F)c1)c1cc(F)cc(F)c1
**Energy**: -41159.7730 eV
**Highest occupied orbital energy**: -9.11 eV
**Net charge**: 0
**Orbital gap**: 9.0 eV

=====

Which value of energy does entry 3 give? -84456.6618 eV